No. 1
Entry from the Open Molecules 2025 dataset: C4H8O2 in the gas phase (ωB97M-V/def2-TZVPD).

```
14
Properties=species:S:1:pos:R:3:forces:R:3
O -0.4192 0.1763 0.0813 -0.40 0.03 -0.34
O 0.5327 0.3298 1.1659 0.20 -0.49 0.40
C 1.0045 0.1689 -1.9514 0.09 0.00 0.17
C -0.0959 0.8200 -1.1269 -0.10 0.00 -0.32
C -1.2845 -0.6539 2.2973 0.23 0.13 -0.26
C 0.0211 -0.6092 2.0629 -0.30 -0.31 0.06
H 0.0209 1.9087 -1.0211 0.11 -0.25 0.16
H -1.7944 -1.5258 2.7013 0.28 0.44 0.39
H 1.9629 0.2667 -1.4400 0.03 -0.06 -0.09
H -1.8409 0.1751 1.8766 -0.40 -0.34 0.09
H 0.7850 -0.8940 -2.1046 0.06 0.20 0.10
H 1.0852 0.6409 -2.9400 -0.05 -0.01 0.29
H 0.7085 -1.3715 2.4241 0.24 0.32 -0.24
H -1.0629 0.6225 -1.5948 0.01 0.35 -0.41
```
Positions in Å, forces in eV/Å.

energy above the lowest of the compared OMol25 structures with the same formula, charge and spin: 4.905 eV
lowest unoccupied orbital energy: 1.14 eV
charge: 0
E_tot: -8368.3772 eV
gap between HOMO and LUMO: 10.24 eV

In the Mulliken picture, each atom carries the following charge in e:
1 O -0.1723
2 O -0.2386
3 C -1.0127
4 C -0.2580
5 C -0.5404
6 C -0.0828
7 H 0.3028
8 H 0.2507
9 H 0.2817
10 H 0.2575
11 H 0.2782
12 H 0.3489
13 H 0.3410
14 H 0.2440

---

No. 2
Entry from the Open Molecules 2025 dataset: C10H11NO2S in the gas phase in a non-equilibrium geometry (ωB97M-V/def2-TZVPD).

```
25
Properties=species:S:1:pos:R:3:forces:R:3
S 0.2905 -0.1939 1.9466 0.02 0.40 -1.06
O 1.5163 0.5072 2.1399 0.93 0.85 0.87
O -0.8965 0.2243 2.6321 0.24 -0.74 0.13
N 0.6061 -1.7933 2.1613 -3.13 -1.21 3.47
C -0.4862 0.7831 -0.5914 -1.08 -0.37 0.48
C -1.9484 2.7255 -0.7141 0.78 -0.49 0.89
C 1.0027 -1.3732 -0.4472 -0.17 0.70 -1.50
C -1.4630 1.5491 -2.7114 0.84 -0.91 1.15
C -0.6526 0.6339 -1.9868 -1.11 2.85 0.93
C 0.1840 -0.1724 0.2087 1.44 -2.32 -0.53
C -2.1082 2.6097 -2.1056 -2.36 0.26 0.08
C 2.0892 -2.2245 0.2742 -3.05 2.22 0.87
C 1.8623 -2.2863 1.7596 3.55 1.99 -0.84
C -1.2051 1.8117 0.0334 0.20 1.80 1.51
H 2.7406 -2.9102 -0.1833 0.55 -0.49 -0.84
H -1.6594 1.4423 -3.7379 0.17 -0.50 -1.26
H -2.2823 3.4986 -0.0525 -0.88 0.69 -0.51
H 1.3457 -0.8872 -1.4393 -0.10 -1.30 1.54
H 2.6871 -1.4719 2.1106 -1.19 -2.25 0.10
H 1.9689 -3.2948 2.1309 0.46 -0.05 0.42
H -1.0865 2.0384 1.1763 -0.32 -0.69 -2.45
H 0.3162 -2.1748 3.1588 0.53 1.44 -2.82
H 0.1856 -2.1036 -0.7034 0.55 0.46 -0.13
H -2.9909 3.1355 -2.6943 2.38 -0.66 1.33
H -0.0160 -0.0733 -2.3649 0.75 -1.68 -1.84
```
Positions in Å, forces in eV/Å.

energy above the lowest of the compared OMol25 structures with the same formula, charge and spin: 4.032 eV
lowest unoccupied orbital energy (alpha / beta): -0.99 / 0.38 eV
charge: 0
E_tot: -26963.3507 eV
gap between HOMO and LUMO (alpha / beta): 7.05 / 8.07 eV

In the Mulliken picture, each atom carries the following charge in e:
1 S 1.0452
2 O -0.5964
3 O -0.6562
4 N -0.3766
5 C 1.0197
6 C -0.3256
7 C -0.2736
8 C -0.4926
9 C -0.6125
10 C 0.1475
11 C -0.5940
12 C -0.9895
13 C -0.4419
14 C -0.5430
15 H 0.4738
16 H 0.3988
17 H 0.3638
18 H 0.3335
19 H 0.2347
20 H 0.4842
21 H 0.1219
22 H 0.3361
23 H 0.3472
24 H 0.2337
25 H 0.3619

---

No. 3
Entry from the Open Molecules 2025 dataset: a 6-piece molecular cluster, C24H62N4O5P overall in a non-equilibrium geometry (ωB97M-V/def2-TZVPD).

```
96
Properties=species:S:1:pos:R:3:forces:R:3
P 5.1578 -3.4008 -1.3460 0.40 0.93 -0.71
O -5.2739 5.1660 3.9531 0.01 -0.04 -0.05
O 1.1789 0.4273 -2.7665 0.14 -0.15 0.11
O -2.7558 -4.0451 -4.2486 0.10 -0.01 0.04
O 7.0888 -0.4991 1.9000 -0.06 0.00 -0.08
O -1.7783 1.3366 0.5279 0.07 -0.04 -0.02
N 5.3750 -2.4401 -2.5328 0.11 -0.17 0.55
N 2.3144 -3.6159 0.0365 0.56 0.50 -0.64
N 1.4583 -4.5263 -1.9747 -0.07 0.14 0.27
N 3.7600 -4.4334 -1.6129 0.24 -0.58 1.00
C -2.3825 2.0758 1.5826 0.00 0.06 0.05
C 0.8100 2.8579 -2.5393 -0.03 -0.05 -0.07
C -3.2929 -2.3472 -2.5519 0.03 -0.01 -0.01
C 5.1722 -1.7107 2.8551 -0.02 0.00 -0.03
C -2.5719 1.1684 -0.6359 0.04 -0.08 -0.07
C -3.6655 1.4654 2.1139 -0.02 -0.05 -0.02
C 1.9017 0.5146 -3.9890 -0.07 -0.03 -0.12
C -6.2340 6.8953 5.4253 0.06 0.01 -0.02
C -4.0457 5.0326 4.6436 0.06 -0.02 0.01
C -2.9815 2.4647 -1.3111 0.03 0.06 0.09
C 6.6398 -1.7161 2.4507 -0.05 -0.08 -0.05
C 0.7396 -3.2287 -2.2588 -0.07 0.12 -0.03
C -2.8624 -2.6600 -3.9753 0.09 0.01 0.04
C 2.5441 -4.2128 -1.1455 -0.29 -0.11 -0.07
C 1.5396 -2.3285 -0.1181 -0.36 -0.11 0.03
C 7.8431 0.5044 4.0240 0.02 -0.05 -0.01
C 7.0221 0.6372 2.7554 0.03 0.05 0.03
C -3.9540 -4.8003 -4.1178 -0.04 -0.04 -0.01
C -4.0635 3.9836 5.7425 -0.06 -0.04 -0.01
C 0.2936 -2.6315 -0.9265 0.19 -0.21 0.06
C 3.4079 0.6490 -3.8403 -0.07 -0.01 0.10
C -5.0719 -4.3497 -5.0392 0.03 0.05 -0.03
C -6.3913 5.5500 4.7396 -0.05 0.01 0.01
C 1.2856 1.5623 -1.9107 -0.02 0.02 0.10
H -5.4295 6.8910 6.1618 -0.03 -0.02 0.03
H -4.3716 3.0175 5.3387 0.01 -0.01 0.02
H 0.6623 1.3241 -1.0463 -0.01 0.00 -0.01
H 7.4743 -0.2882 4.6766 -0.02 0.03 0.02
H 3.7088 1.5765 -3.3526 -0.05 0.02 -0.02
H 1.4206 3.1541 -3.3925 0.04 0.03 0.04
H -0.0911 -3.4375 -2.9315 0.08 -0.12 0.02
H -3.5195 -2.1616 -4.6951 -0.05 -0.05 0.01
H 2.1801 -1.6438 -0.6837 -0.07 0.18 0.20
H -4.2944 -4.8039 -3.0761 0.01 0.04 0.00
H -3.3264 4.7445 3.8747 0.00 0.02 0.00
H -2.1019 3.0632 -1.5500 -0.01 0.01 -0.02
H 4.5427 -1.4163 2.0086 0.00 0.02 0.00
H -0.2660 -3.3995 -0.3805 -0.28 0.25 -0.05
H -4.3039 -2.6946 -2.3399 -0.02 0.05 -0.02
H -5.9265 -5.0182 -4.9325 0.01 -0.01 -0.01
H -1.9411 0.5851 -1.3122 -0.01 0.02 -0.02
H 0.7981 -5.0613 -1.4119 0.04 -0.15 -0.09
H -1.8575 -2.2683 -4.1499 -0.02 0.04 -0.02
H -7.1564 7.1514 5.9477 -0.01 0.01 -0.02
H -3.0675 3.8792 6.1752 0.01 0.00 -0.02
H 1.3337 -1.9167 0.8665 -0.01 -0.14 0.02
H -4.0302 2.0562 2.9551 0.00 0.00 0.00
H 5.2232 -1.4739 -2.2636 -0.01 0.08 -0.35
H 6.1667 -4.3464 -1.1507 -0.26 -0.24 0.08
H -7.2224 5.5886 4.0355 0.00 0.00 0.00
H 5.9796 0.8758 2.9949 -0.01 -0.03 0.01
H 7.7997 1.4375 4.5861 0.01 0.01 -0.01
H 6.7976 -2.4520 1.6572 0.04 -0.02 0.03
H 7.2640 -2.0315 3.2931 -0.02 0.05 0.03
H -3.6620 -5.8217 -4.3610 0.01 0.00 0.00
H -3.4537 0.5557 -0.4154 -0.01 0.03 0.03
H 3.8070 -0.1888 -3.2667 0.00 -0.01 -0.01
H -4.7477 4.2415 6.5513 0.03 0.04 0.01
H -5.4147 -3.3400 -4.8098 -0.03 -0.02 0.03
H -3.5208 2.2483 -2.2342 0.03 -0.01 -0.01
H -0.3234 -1.7409 -1.0451 0.09 0.01 -0.07
H 0.8577 3.6613 -1.8038 -0.03 -0.01 0.01
H 4.8748 -2.7053 3.1949 0.00 0.00 0.00
H 4.9699 -1.0146 3.6684 0.00 -0.02 0.02
H -3.6359 3.0683 -0.6818 -0.04 -0.04 -0.01
H 3.1278 -3.5225 0.6326 -0.01 0.00 0.04
H 2.3149 1.6712 -1.5486 0.01 -0.01 -0.04
H 1.5046 1.3272 -4.6040 0.02 0.02 0.01
H -3.2639 -1.2693 -2.3871 -0.03 0.00 0.01
H -6.0208 7.6760 4.6941 -0.01 0.00 0.00
H 8.8858 0.2931 3.7857 0.00 0.00 0.00
H -2.6200 -2.8229 -1.8340 -0.01 -0.01 0.00
H -4.7436 -4.3693 -6.0788 -0.01 -0.01 0.00
H -4.4560 1.4481 1.3629 -0.01 0.05 0.01
H 1.4366 -2.5521 -2.7618 -0.07 -0.06 -0.08
H -3.7133 5.9977 5.0419 -0.04 0.01 0.02
H 1.6730 -0.4148 -4.5136 -0.02 0.01 0.00
H -2.5549 3.1118 1.2725 -0.01 -0.01 -0.03
H -6.6314 4.7731 5.4742 0.03 0.00 0.01
H -1.6285 2.1017 2.3699 0.01 -0.01 -0.01
H -3.4977 0.4420 2.4534 0.01 0.01 0.01
H -0.2211 2.7577 -2.8802 0.00 0.02 0.00
H 7.4048 1.4565 2.1482 0.00 -0.01 0.00
H 3.8688 0.6292 -4.8280 0.01 -0.01 0.01
H 4.8684 -2.7959 -0.1126 0.04 -0.42 0.20
H 3.8623 -5.1779 -2.2955 -0.28 0.31 -0.39
```
Positions in Å, forces in eV/Å.

energy above the lowest of the compared OMol25 structures with the same formula, charge and spin: 0.000 eV
lowest unoccupied orbital energy: -3.72 eV
charge: +1
E_tot: -51371.1754 eV
gap between HOMO and LUMO: 7.28 eV

In the Mulliken picture, each atom carries the following charge in e:
1 P 0.3273
2 O -0.3990
3 O -0.1734
4 O -0.4190
5 O -0.4239
6 O -0.3498
7 N -0.5884
8 N -0.1682
9 N -0.3450
10 N -0.1616
11 C -0.4628
12 C -1.3939
13 C -0.6217
14 C -1.0504
15 C 0.1594
16 C -0.7264
17 C -0.5319
18 C -1.0174
19 C -0.3257
20 C -1.2391
21 C -0.3639
22 C -0.4813
23 C -0.5053
24 C 0.1915
25 C -0.6313
26 C -1.0269
27 C -0.3123
28 C -0.3168
29 C -1.0987
30 C -0.1609
31 C -0.6957
32 C -1.0674
33 C -0.3295
34 C -0.2497
35 H 0.2627
36 H 0.2676
37 H 0.2734
38 H 0.2678
39 H 0.3059
40 H 0.3633
41 H 0.1872
42 H 0.4417
43 H 0.3096
44 H 0.3022
45 H 0.2851
46 H 0.2743
47 H 0.2395
48 H 0.4067
49 H 0.4207
50 H 0.3945
51 H -0.0413
52 H 0.3291
53 H 0.1950
54 H 0.3839
55 H 0.3906
56 H 0.4846
57 H 0.1038
58 H 0.2237
59 H 0.1538
60 H 0.3233
61 H 0.2926
62 H 0.3880
63 H 0.2885
64 H 0.3454
65 H 0.3414
66 H 0.3235
67 H -0.1702
68 H 0.3284
69 H 0.2783
70 H 0.3758
71 H -0.0108
72 H 0.4221
73 H 0.3974
74 H 0.3575
75 H 0.3710
76 H 0.2709
77 H 0.3878
78 H 0.3860
79 H 0.0689
80 H 0.2910
81 H 0.2938
82 H 0.2158
83 H 0.2929
84 H 0.2467
85 H 0.2202
86 H 0.3562
87 H 0.3985
88 H 0.3322
89 H 0.2959
90 H 0.3254
91 H 0.2961
92 H 0.2856
93 H 0.3346
94 H 0.4632
95 H 0.0056
96 H 0.3143

---

No. 4
Entry from the Open Molecules 2025 dataset: C10H28AsCoN3O3SSe4 as an isolated structure in a non-equilibrium geometry (ωB97M-V/def2-TZVPD).

```
51
Properties=species:S:1:pos:R:3:forces:R:3
Se 0.6828 -0.5659 3.1052 -0.30 -0.25 -0.22
Se 1.3847 1.4844 3.7197 0.03 0.07 -0.15
Se 4.1731 -0.4288 1.7039 -0.15 0.30 -0.30
Se 2.1773 -1.4877 1.4686 0.23 0.07 0.20
As -2.4688 -0.5411 1.2344 0.04 0.12 0.02
Co -0.0641 -0.5849 0.6935 0.58 0.94 0.64
S -0.4405 -3.2962 -0.1255 -0.21 -0.45 -0.26
O 0.8149 -3.2211 -0.8637 0.04 0.05 0.04
O -1.5396 -2.6294 -0.8276 -0.07 0.02 0.02
O -0.3310 -2.8719 1.2876 -0.04 0.06 -0.65
N -0.0252 1.7368 0.5557 0.04 0.12 0.07
N 0.2801 -0.3269 -1.4770 -0.35 -0.62 0.14
N 3.5817 2.8225 -2.0758 0.06 -0.12 0.12
C -3.3122 -2.1799 1.8387 0.05 -0.07 0.04
C 2.5525 0.5654 -1.7916 -0.06 -0.10 -0.02
C 2.2969 2.3545 0.0080 -0.13 0.00 0.13
C -0.8860 -5.0086 -0.0683 0.06 0.03 0.12
C 0.5075 2.0906 -1.7934 0.00 -0.12 0.14
C -3.8339 0.0278 -0.0436 0.04 -0.05 -0.05
C 0.8119 2.5267 -0.3556 -0.17 -0.02 -0.12
C 1.0628 0.7085 -2.1554 -0.10 0.14 0.07
C 3.1684 1.7391 -1.0620 0.04 -0.19 0.23
C -2.9521 0.6064 2.7431 0.07 0.04 -0.01
H -3.6462 1.0461 -0.3862 0.01 0.01 0.01
H 0.5550 3.5901 -0.2703 0.03 0.02 -0.04
H 2.7284 3.3012 0.3472 0.02 0.00 0.01
H -2.2816 0.3897 3.5746 -0.01 0.01 0.00
H -4.8241 -0.0177 0.4094 0.00 0.01 0.00
H -1.8339 -5.0929 0.4590 0.00 -0.03 -0.01
H 4.0678 3.5748 -1.5887 0.00 0.04 -0.02
H -1.0006 1.9396 0.3584 0.01 0.02 0.07
H -0.1065 -5.5530 0.4594 0.00 0.00 -0.01
H 2.3839 1.6909 0.8732 0.03 -0.08 0.07
H 0.6478 -1.2650 -1.6539 0.03 -0.01 -0.06
H -3.7946 -0.6472 -0.8984 -0.01 0.00 0.00
H -0.6715 -0.3444 -1.8326 0.01 -0.07 -0.04
H -4.3128 -1.9644 2.2140 0.00 0.03 -0.02
H -0.9785 -5.3609 -1.0922 -0.01 -0.02 0.00
H 2.6715 -0.2796 -1.1120 0.02 -0.05 0.08
H -3.9819 0.4359 3.0567 -0.02 0.01 -0.05
H -2.7072 -2.6258 2.6255 0.02 0.01 -0.01
H 4.0968 1.4022 -0.5949 0.08 0.09 -0.04
H -2.8242 1.6571 2.4799 0.00 0.00 0.00
H 0.8800 2.8409 -2.5034 -0.05 0.02 -0.04
H 2.7615 3.2101 -2.5416 0.01 0.01 -0.01
H 3.1501 0.3211 -2.6761 -0.01 -0.03 0.01
H 4.2037 2.4258 -2.7796 0.01 0.03 -0.03
H -3.3650 -2.8694 0.9998 0.02 0.00 -0.01
H 0.9637 0.5878 -3.2402 -0.01 0.01 -0.01
H 0.1549 2.0056 1.5287 0.09 -0.04 0.03
H -0.5775 2.0809 -1.9345 0.02 0.04 -0.06
```
Positions in Å, forces in eV/Å.

energy above the lowest of the compared OMol25 structures with the same formula, charge and spin: 2.003 eV
2S+1: 2
⟨S²⟩: 1.248
lowest unoccupied orbital energy (alpha / beta): -1.12 / -1.12 eV
charge: 0
E_tot: -392123.7172 eV
gap between HOMO and LUMO (alpha / beta): 5.21 / 5.30 eV

In the Mulliken picture, each atom carries the following charge in e:
1 Se -0.0172
2 Se -0.5007
3 Se -0.5089
4 Se -0.0140
5 As 0.4239
6 Co 0.9780
7 S 1.1633
8 O -0.6889
9 O -0.6593
10 O -0.5767
11 N -0.4371
12 N -0.4608
13 N -0.1455
14 C -1.1982
15 C -1.0338
16 C -0.9813
17 C -1.1033
18 C -1.8539
19 C -1.2207
20 C 0.7620
21 C 0.7372
22 C -0.2958
23 C -1.1498
24 H 0.3652
25 H 0.3753
26 H 0.2375
27 H 0.3276
28 H 0.4204
29 H 0.2937
30 H 0.3986
31 H 0.1701
32 H 0.3337
33 H 0.0379
34 H 0.3274
35 H 0.3324
36 H 0.1994
37 H 0.4974
38 H 0.3598
39 H 0.0473
40 H 0.4068
41 H 0.3194
42 H 0.5322
43 H 0.3489
44 H 0.0847
45 H 0.2716
46 H 0.2776
47 H 0.3894
48 H 0.2920
49 H 0.3464
50 H 0.0030
51 H 0.7860